[1]
The following is a quantum chemistry calculation of C7H15BF4KNO4 as an isolated structure in a non-equilibrium geometry, from the OMol25 dataset.

Values from the calculation:
* multiplicity: 1
* HOMO-LUMO gap: 7.45 eV
* energy: -45058.699 eV
* LUMO: -0.0699 hartree
* energy relative to the best compared isomer or geometry (same formula, charge and spin): 70.8 kcal per mole
* HOMO level: -0.34384 Ha

```
33
C7H15BF4KNO4, DFT wB97M-V/def2-TZVPD
H 2.03697 6.57982 -2.56512
H -3.72779 -5.90631 2.18517
C -2.84229 -2.73655 2.22369
H -2.08510 -5.69709 0.78001
H -2.03213 -2.72228 2.95275
H -0.52171 5.40290 3.18675
H 2.79223 5.59254 -1.30937
F 4.81421 -6.06137 -5.28543
F 5.34926 -4.14142 -6.32107
C -0.25458 4.60188 2.49747
H 0.80255 4.66383 2.23915
H -3.37923 -4.99130 3.59841
H -0.41812 3.74962 3.15704
H -2.56095 -2.02877 1.44394
F 5.12230 -4.15947 -4.07856
H 1.96437 4.71901 -2.58152
C -1.90718 -4.62488 0.95581
H -3.77141 -2.39477 2.67979
O -0.94584 -3.92260 0.53749
C -1.21073 4.62135 1.27932
N -2.86508 -4.09171 1.75556
H -2.15260 5.09868 1.54976
O 0.77199 5.83190 -1.22414
C 1.95758 5.64612 -2.00834
H -1.48957 3.68853 0.78923
B 5.57254 -4.87940 -5.16240
F 6.87920 -5.21320 -5.01135
C 0.34078 4.81555 -0.51401
K 2.12613 -1.02336 -2.59921
C -3.73486 -4.88776 2.57327
O 0.72220 3.63800 -0.51541
O -0.58611 5.37768 0.28856
H -4.76715 -4.54502 2.50265
```

natural (NBO) population analysis, charges in e, atoms 1 to 5:
1 H 0.21
2 H 0.21
3 C -0.42
4 H 0.13
5 H 0.20

***

[2]
The following is a quantum chemistry calculation of one molecule with the formula C20H31N3O4S, from the OMol25 dataset.

Values from the calculation:
* SMILES string: CCN(CC(=O)NC(C)C)C(=O)[C@H](CCSC)NC(=O)c1ccccc1OC
* multiplicity: 1
* HOMO-LUMO gap: 9.29 eV
* energy: -44740.545 eV
* LUMO: 0.0189 hartree
* energy relative to the best compared isomer or geometry (same formula, charge and spin): 18.4 kcal per mole
* HOMO level: -0.32257 Ha

```
59
C20H31N3O4S, DFT wB97M-V/def2-TZVPD
O 0.75288 3.36129 -0.88879
N 1.39704 -3.09580 -0.62242
H 1.61223 4.49204 -2.40676
H 3.09703 4.65627 -0.67010
H 4.88595 4.08456 0.87123
C -1.69005 -2.15252 1.56010
H 2.46045 -1.45308 1.16561
C 3.84211 2.42996 1.74473
H -2.06804 0.92073 -2.14489
H -6.46321 1.04496 0.74156
H 4.13860 -1.57093 0.62345
C -5.73583 1.21903 -0.04395
H 0.93164 5.42461 -1.04081
H -5.52580 0.28822 -0.56293
H -3.65581 -1.26150 1.31485
H -3.34413 0.02088 -1.32983
H 2.91586 -0.85222 -0.43025
C -2.56102 0.76769 -1.18163
H -2.38344 2.76073 -0.37261
C -3.16627 2.07448 -0.69378
C 2.67469 1.69348 1.72209
H -3.77013 2.54965 -1.46686
H 4.63053 2.18115 2.43746
C 1.78860 3.07270 -0.04263
H 2.52556 0.86851 2.40174
C -0.93411 -3.54018 -0.33154
C 0.51943 -3.84064 0.06570
H 2.99140 -3.78560 0.45544
H 3.41759 -4.24946 -1.94904
H -6.11012 1.96761 -0.73688
H 1.03468 -2.42660 -1.29245
S -4.23444 1.84080 0.76774
H -3.64676 -3.02652 1.26124
C 2.96385 3.81596 -0.00746
C 2.80520 -3.00777 -0.29244
C 3.10139 -1.63286 0.30590
N -0.37621 1.07942 -0.14377
C -1.53958 0.22012 -0.18468
C -1.09569 -1.17119 -0.64767
H -3.44444 -2.18472 2.79963
H -1.03409 -3.54748 -1.41937
C 1.64315 1.98283 0.83422
H -1.26166 -3.03017 2.04904
O 0.80893 -4.64350 0.92855
O 0.21682 0.43495 1.92588
C -3.20580 -2.15475 1.74039
N -1.30353 -2.22120 0.15946
C 0.80822 4.53552 -1.66551
H -1.23844 -1.27203 2.02325
H 4.70315 -3.23104 -1.29299
O -0.57077 -1.29046 -1.75201
H -1.59523 -4.28599 0.11125
H -0.15026 4.58866 -2.18046
C 0.44096 1.10363 0.92866
H 3.43622 -2.51665 -2.29676
C 3.98273 3.49275 0.87167
H -1.96921 0.20723 0.81798
C 3.64549 -3.26896 -1.53885
H -0.09832 1.53339 -0.99868
```

natural (NBO) population analysis, charges in e, atoms 1 to 5:
1 O -0.53
2 N -0.63
3 H 0.18
4 H 0.22
5 H 0.22

***

[3]
The following is a quantum chemistry calculation of a 2-piece molecular cluster, C5H7NO overall, from the OMol25 dataset.

Values from the calculation:
* SMILES string: [H]/N=C\CC#C.C=O
* multiplicity: 1
* HOMO-LUMO gap: 10.01 eV
* energy: -8832.628 eV
* LUMO: 0.0310 hartree
* energy relative to the best compared isomer or geometry (same formula, charge and spin): 82.4 kcal per mole
* HOMO level: -0.33702 Ha

```
14
C5H7NO, DFT wB97M-V/def2-TZVPD
H -2.18574 0.01963 1.94585
C 2.84015 1.15913 -0.53820
H 0.13639 1.29255 0.34842
H 1.55692 -1.82022 -0.36755
H -2.83881 1.19398 0.65528
C -2.62036 0.14850 0.93700
O -2.93735 -0.79669 0.23956
H -0.88041 -1.40485 0.02585
H 0.85858 -1.05336 -1.78642
H 3.52297 1.97635 -0.45936
C 2.09943 0.21673 -0.64148
N -0.53379 0.52998 0.41734
C -0.15568 -0.58316 -0.03679
C 1.13772 -0.87859 -0.73949
```

natural (NBO) population analysis, charges in e, atoms 1 to 5:
1 H 0.11
2 C -0.22
3 H 0.37
4 H 0.26
5 H 0.12

***

[4]
The following is a quantum chemistry calculation of a 7-piece molecular cluster, C22H29N7 overall in a non-equilibrium geometry, from the OMol25 dataset.

Values from the calculation:
* multiplicity: 2
* HOMO-LUMO gap (alpha / beta): 2.03 / 8.38 eV
* energy: -33711.431 eV
* LUMO (alpha / beta): 0.0898 / 0.0892 hartree
* energy relative to the best compared isomer or geometry (same formula, charge and spin): 0.4 kcal per mole
* net charge: -1
* HOMO level (alpha / beta): 0.01540 / -0.21868 Ha
* <S²>: 0.75

```
58
C22H29N7, DFT wB97M-V/def2-TZVPD
H 0.69226 2.73513 -4.07696
H -1.43923 -1.14883 3.89415
H -1.84422 3.14503 -1.43784
C 1.66018 -1.05584 -0.13750
N -0.91365 -1.80699 3.33675
C 4.11330 2.52673 3.05852
H -2.67144 1.62072 -1.60312
C -2.59486 2.62096 -2.02945
C -1.27919 -2.97143 2.71054
C -5.14142 -0.18432 -0.53802
H 4.93020 3.09555 3.47747
H 2.78647 -0.08937 -1.76637
C 4.13896 2.09979 1.70726
C -4.01299 3.19226 -1.94340
H 2.37288 2.81966 -3.73774
H 1.25032 0.95782 2.63950
H -2.33970 -1.41933 0.60194
H -0.07756 -4.33476 1.38221
C 0.97917 -2.83693 2.47538
C 1.77572 -4.84478 -0.94538
H -0.80196 0.93934 0.45699
C 1.47789 -3.81483 -1.96817
H -2.32152 -3.25248 2.74151
N 2.01734 -5.62158 -0.13476
H -4.11599 -1.94796 -1.11764
C 1.61790 3.18783 -4.43241
N 2.95900 1.38860 1.53761
C 1.89601 2.62027 -5.77499
H 2.01475 -3.04027 2.24602
H 2.59825 2.09911 4.70579
C 0.00717 0.44727 -0.06222
C 1.88966 -0.14161 -1.16687
H 1.56760 4.27634 -4.40592
H 2.13923 -1.93620 0.26484
C 2.22209 1.42784 2.67326
H -6.08068 -0.16598 -1.07079
H 2.74083 1.05642 0.60908
C -0.16353 -3.49918 2.06104
N 0.48471 -0.74614 0.44752
C 0.48360 -1.80846 3.29078
C -3.16815 -0.74971 0.42390
H 0.95365 -4.30451 -2.78883
H -5.46371 1.52581 0.65714
N 2.17725 2.11913 -6.78628
C 2.93398 2.05803 3.68012
C -4.14063 -1.04843 -0.52045
H 4.81673 2.27295 0.88444
H 0.69484 1.74308 -1.63517
H 2.44661 -3.42502 -2.28081
H -2.32213 2.52252 -3.08018
N -5.08990 3.65118 -1.87313
H -0.00367 -1.10006 1.25767
C -3.60479 0.48683 0.91839
H 0.82023 -3.01483 -1.62823
H 1.00745 -1.05194 3.85616
H -3.13244 1.09912 1.67230
C 0.87628 0.82399 -1.09781
N -4.81931 0.80229 0.37190
```

natural (NBO) population analysis, charges in e, atoms 1 to 5:
1 H 0.24
2 H 0.42
3 H 0.23
4 C -0.09
5 N -0.53

***

[5]
The following is a quantum chemistry calculation of one molecule with the formula C20H17F3N2O5 in a non-equilibrium geometry, from the OMol25 dataset.

Values from the calculation:
* SMILES string: O=C1N[C@H](C(=O)O)Cc2cccc(c2)OC/C=C\COc2cc(C(F)(F)F)c1cn2
* multiplicity: 1
* HOMO-LUMO gap: 8.24 eV
* energy: -42382.942 eV
* LUMO: -0.0141 hartree
* energy relative to the best compared isomer or geometry (same formula, charge and spin): 0.0 kcal per mole
* HOMO level: -0.31705 Ha

```
47
C20H17F3N2O5, DFT wB97M-V/def2-TZVPD
H -5.43345 -1.37580 -0.88462
C 0.56151 1.58817 1.12818
F 0.02498 2.55530 3.99713
H -2.67396 -0.49131 -1.60997
C 0.09739 1.51509 -0.18072
C -3.67512 -2.68092 -0.64473
C 2.82034 -0.35029 0.30212
H -2.27939 0.34814 2.49476
H -2.09555 -3.59839 0.39475
C 3.97113 -1.13107 0.89614
C -1.57224 0.74330 1.87149
C -1.96791 0.71592 0.50172
C 0.41293 -4.27530 -2.30588
C 2.68383 -0.67904 -1.17062
C 1.84293 -4.17930 -2.50546
C -2.20730 -2.82558 -0.38249
O 3.95827 -1.28246 2.11975
C 2.56598 -3.07864 -1.96753
H 2.30993 -5.01398 -2.95879
H 0.89036 1.65276 -0.89425
H 0.06770 -1.28337 -0.61605
C 1.96737 1.83954 1.22718
F 1.52776 0.76322 3.72140
H 2.02182 0.07438 -1.56607
C 1.96201 -1.94726 -1.37186
C -3.60960 -0.16061 -1.00281
F -0.56470 0.32714 4.39954
O -3.34471 0.52554 0.18717
C 0.20258 1.26359 3.62229
H -4.24821 0.37856 -1.70184
H -0.04953 -5.18540 -2.64909
C -0.19221 -3.22953 -1.66603
N 2.89205 1.10452 0.47321
O 2.37710 2.81848 1.80493
H 3.66247 -0.79776 -1.73687
N -1.11402 0.99527 -0.54400
O -1.51295 -3.37067 -1.53939
H 3.62517 -2.99203 -1.86114
H 5.54708 -2.20667 0.57513
H -1.79853 -1.81148 -0.12414
H 3.76487 1.57547 0.57962
C -0.29202 1.21849 2.23268
H -4.25132 -3.63703 -0.71682
O 4.94836 -1.54045 0.09913
C -4.33278 -1.46829 -0.75742
H 1.88360 -0.71585 0.87433
C 0.51020 -2.08890 -1.14740
```

natural (NBO) population analysis, charges in e, atoms 1 to 5:
1 H 0.21
2 C -0.18
3 F -0.28
4 H 0.21
5 C 0.07

***

[6]
The following is a quantum chemistry calculation of C33H42Cl2F4MoN3OTe as an isolated structure in a non-equilibrium geometry, from the OMol25 dataset.

Values from the calculation:
* multiplicity: 4
* HOMO-LUMO gap (alpha / beta): 5.96 / 6.37 eV
* energy: -86465.769 eV
* LUMO (alpha / beta): -0.2580 / -0.2571 hartree
* energy relative to the best compared isomer or geometry (same formula, charge and spin): 76.5 kcal per mole
* net charge: +2
* HOMO level (alpha / beta): -0.47724 / -0.49134 Ha
* <S²>: 3.81

```
87
C33H42Cl2F4MoN3OTe, DFT wB97M-V/def2-TZVPD
H 0.34431 -5.42305 -2.42617
H 2.27969 3.14988 0.97141
C 2.68513 -0.14228 -2.13489
H -0.75709 0.80970 -2.81770
H -0.38692 3.82013 1.72380
C 0.56789 -2.68832 1.75064
C 2.09094 -1.35869 -1.49561
C -6.02927 -2.84811 2.00848
H 3.46664 -1.23146 1.99155
H -1.42266 -0.71313 -0.86463
C 1.93090 -2.48987 -2.28887
C -1.80207 0.50339 -2.67478
H 2.57410 3.35940 -0.77733
H -1.29964 -1.51630 4.17046
H -4.18924 0.50866 -2.55785
H -1.13166 -1.53396 -2.40195
N -1.40347 -0.00109 1.72547
C 1.37406 -3.66463 -1.80300
H -5.67230 0.99675 -0.77513
H -2.41993 3.02343 -3.36629
C -2.47736 4.01409 -1.45020
H -2.66715 -0.41039 4.01592
F -7.81277 -1.38196 2.38210
H 2.08759 -5.54431 -2.47190
C 6.11843 0.36438 0.61655
C -1.82314 -0.83038 -1.93496
H 2.01730 0.24279 -2.90666
H 1.13258 -2.07663 2.46281
O 0.11776 0.88549 3.02265
H -2.19141 4.95267 -1.91717
C -4.74354 -3.02740 1.52799
N -2.47404 1.53681 -1.86266
C 1.68082 -1.42192 -0.15988
C 4.45953 -1.29785 1.51056
C 3.80065 0.96104 0.66957
C -4.04594 -1.97673 0.95661
H -4.36468 2.26170 -2.51013
H 0.58790 -3.71997 2.09645
H 8.44349 2.02914 0.66830
H 7.90935 2.90504 -0.76638
C -0.92510 0.17079 2.91533
Mo -1.95493 0.66314 0.14367
C -4.60332 -0.69319 0.79590
C 4.81034 0.02831 0.91373
C -6.58971 -1.58354 1.91488
Cl 0.50941 1.48879 -0.16972
H -2.26181 0.41716 -3.67111
H 3.48717 4.30471 0.38724
H 4.43683 -2.08742 0.75958
H 6.90337 -0.35595 0.79361
N -3.90284 0.27933 0.14217
Te 1.88620 0.17995 1.25115
H -0.47330 -2.35645 1.75779
H 3.62392 -0.40402 -2.62183
H 5.17472 -1.58190 2.28025
C 5.41977 2.55796 -0.02993
C 3.04420 3.32719 0.20756
H 5.66433 3.55428 -0.36421
H -0.94440 2.86526 -2.38532
C 7.84727 1.95635 -0.24091
H 1.26255 -4.62010 -3.71692
C -1.02727 3.25409 2.37840
C -5.89849 -0.52507 1.33694
F -6.46312 0.69395 1.32726
C -1.58359 -0.46587 4.10757
C -3.94671 1.40539 -1.97854
C 0.94790 -3.68922 -0.47964
F -4.16200 -4.22308 1.58817
H 8.28732 1.17297 -0.85573
C -4.62784 1.28205 -0.61082
H -4.62170 2.24347 -0.07463
Cl -2.42954 2.60751 1.74783
H -3.55359 4.04215 -1.30854
H 0.50335 -4.59013 -0.08490
H 2.88614 0.65065 -1.41951
H 2.27029 -2.44635 -3.31358
C 6.43693 1.61936 0.10252
H -0.95540 3.34115 3.44779
C 1.09523 -2.59168 0.35267
C 1.25079 -4.87381 -2.66131
C -2.03935 2.86686 -2.34607
C 4.09792 2.26517 0.27756
F -2.80104 -2.20744 0.45795
H -6.58064 -3.66625 2.43932
H -1.98873 3.95602 -0.47860
H -1.25541 0.04129 5.00980
H -2.81086 -1.29989 -1.93202
```

Löwdin population analysis, charges in e, atoms 1 to 5:
1 H 0.09
2 H 0.04
3 C -0.05
4 H 0.10
5 H 0.02